{
  "formula": "C55H125N9O11",
  "method": "ωB97M-V/def2-TZVPD",
  "elements": ["C", "N", "H", "H", "H", "C", "H", "N", "H", "H", "C", "H", "H", "O", "H", "C", "O", "C", "H", "C", "H", "H", "H", "C", "H", "O", "C", "H", "C", "H", "H", "H", "C", "H", "H", "O", "H", "H", "O", "H", "H", "H", "C", "C", "H", "H", "H", "H", "C", "H", "C", "O", "H", "H", "H", "H", "H", "H", "H", "H", "C", "C", "H", "N", "H", "C", "H", "H", "H", "H", "H", "C", "H", "H", "H", "C", "H", "H", "C", "C", "H", "C", "C", "C", "N", "H", "H", "H", "H", "H", "C", "H", "H", "H", "O", "C", "C", "C", "C", "H", "H", "H", "C", "C", "H", "N", "H", "H", "C", "C", "H", "C", "C", "H", "H", "H", "C", "H", "H", "H", "H", "H", "H", "C", "H", "H", "C", "H", "H", "C", "C", "H", "H", "H", "H", "O", "H", "H", "H", "O", "H", "H", "H", "N", "C", "H", "H", "C", "N", "H", "H", "C", "H", "H", "H", "O", "H", "H", "H", "C", "C", "H", "C", "C", "N", "H", "H", "H", "C", "H", "H", "C", "H", "H", "H", "N", "H", "H", "H", "H", "C", "C", "H", "H", "H", "H", "H", "H", "C", "H", "O", "H", "H", "C", "C", "H", "H", "C", "H", "H"],
  "coordinates": [[-4.84, -0.52, -2.62], [-0.32, 6.46, 1.62], [0.80, -1.56, 0.32], [1.82, -0.26, 6.37], [2.04, -2.89, 0.99], [0.26, 2.29, -4.52], [5.98, -1.73, 2.85], [0.99, -0.80, 0.97], [0.87, 1.06, 2.51], [1.45, 2.23, -2.04], [-2.45, -4.30, 4.97], [2.35, 6.18, -2.07], [-2.78, 0.37, 4.69], [-0.58, 0.40, -0.22], [-0.27, 5.60, 1.06], [1.94, -1.04, -3.70], [-3.19, -4.28, 2.10], [1.03, -1.67, 4.43], [-0.32, -6.75, 1.66], [-5.16, -5.50, -4.32], [-0.53, 6.79, 3.64], [-5.31, -2.50, 4.54], [-0.31, 10.78, -2.63], [-2.86, -1.88, 4.94], [1.59, -3.34, -0.74], [-2.02, 9.83, -1.94], [1.44, 1.43, -4.07], [-2.31, -0.98, 0.25], [-0.55, -6.58, 0.61], [5.61, -0.33, 4.89], [3.08, -2.15, -2.30], [-2.77, -5.26, 4.54], [-3.14, -0.56, 4.23], [-0.17, 1.84, -5.42], [0.82, 7.45, -0.42], [-0.24, -0.12, -3.20], [1.52, -0.88, 1.82], [2.34, 3.18, -3.11], [2.55, 6.34, 0.02], [3.58, 7.32, -1.46], [-3.10, 2.18, -3.31], [-1.81, 9.88, 0.14], [-2.60, -0.65, 2.81], [2.38, 1.36, -5.29], [2.02, -0.87, -1.52], [0.90, -2.20, 3.48], [-1.47, -6.00, 0.55], [3.91, -3.98, -0.55], [3.18, -4.53, 0.06], [5.29, 0.13, 1.18], [-3.12, -1.89, 2.09], [-1.92, 4.69, -1.62], [-1.40, 8.71, -4.17], [-5.47, -4.63, -3.74], [3.85, 5.58, -1.33], [-0.02, 9.54, -1.55], [-1.51, 7.37, -1.57], [3.07, -3.35, 5.36], [-4.06, -1.95, -4.52], [-0.05, -4.03, 1.10], [2.93, -1.00, -4.88], [0.57, -5.80, -0.11], [0.71, -2.37, 5.20], [-0.08, 7.47, -3.13], [-4.76, -1.00, 0.94], [-2.18, 10.47, -0.71], [-0.81, -4.69, -1.34], [-1.91, -2.85, -4.23], [-0.03, 0.21, -2.31], [-2.57, 0.81, -2.34], [-5.03, -0.21, -1.58], [-1.67, 3.60, -0.78], [2.73, 1.24, 4.43], [0.65, -5.04, -2.24], [-4.96, -2.65, 1.20], [3.53, 0.37, -5.11], [2.61, -4.63, -2.44], [-0.49, 4.82, -3.00], [4.33, -6.67, -0.36], [-3.45, 1.38, -2.65], [3.65, -4.58, 1.05], [-0.80, 5.39, -2.12], [-0.68, 9.77, -2.40], [1.02, 7.07, 1.68], [0.98, 0.06, -3.87], [0.00, 5.40, -1.37], [-5.81, -6.34, -4.04], [1.81, -3.13, -4.14], [-0.75, -7.51, 0.08], [-5.80, -0.74, -3.09], [-4.61, -1.75, 1.73], [5.12, -2.22, 5.11], [3.96, 1.24, 1.65], [4.71, 1.18, 4.69], [2.28, 0.80, 3.68], [1.63, 7.37, 0.31], [1.12, -2.32, -3.92], [0.20, 0.28, 0.72], [4.34, -0.31, 3.10], [-2.59, 3.13, -0.47], [-5.36, -1.49, 2.48], [-2.92, -1.29, -2.39], [2.70, -0.85, 6.12], [-3.24, -3.20, 4.26], [-2.32, -4.70, 2.09], [-2.87, -3.11, 2.84], [-2.04, -5.05, -5.02], [2.77, -1.72, 6.77], [-4.75, -3.43, 4.40], [-3.26, 3.46, 2.28], [-1.09, 2.79, -1.25], [-1.19, 6.83, -2.45], [5.23, 0.38, 4.15], [-3.39, -4.22, -5.69], [-5.18, -4.07, 3.63], [0.45, -2.26, -4.78], [3.17, -2.76, 4.46], [4.09, -5.52, -2.54], [1.00, 7.95, 2.33], [-4.96, -3.92, 5.36], [-2.82, 0.27, 2.26], [1.25, -5.04, 1.69], [2.78, -3.18, 3.54], [2.13, 2.13, -2.89], [-4.23, -2.34, -1.66], [-2.74, 5.99, 2.42], [-3.91, -1.74, -2.51], [-1.84, -1.89, 5.34], [4.45, -2.33, 2.18], [1.93, -3.68, 0.25], [3.02, -5.90, -0.67], [-3.36, 2.60, 2.95], [0.39, -0.79, 4.46], [2.59, -6.44, -2.68], [1.40, -8.41, 0.03], [-4.28, 0.50, -3.42], [-0.25, 2.06, 1.61], [-3.39, -1.90, 5.90], [-4.23, -0.41, 4.20], [-3.76, -5.65, -4.17], [-2.37, 5.38, 4.08], [-0.50, -6.28, -1.96], [2.69, 2.39, -5.49], [-3.97, -2.55, -3.71], [-2.40, -1.94, 0.75], [5.21, -6.22, -0.80], [0.30, 9.28, -4.16], [-0.65, 5.94, 2.97], [1.83, -6.56, -0.17], [2.13, 8.33, 0.38], [3.57, -0.31, 1.10], [-3.01, -4.62, -4.74], [4.17, 0.51, -5.99], [-4.08, 4.10, 2.64], [-1.39, -2.32, 0.94], [1.66, -7.85, -0.71], [-1.51, -0.74, 2.90], [1.88, 1.08, -6.22], [2.97, 1.52, -2.57], [0.83, -4.59, 0.78], [-2.78, -3.41, -3.84], [-2.48, -3.72, -2.84], [2.67, -1.14, -2.36], [-0.49, 8.82, -3.57], [0.31, 1.23, 1.70], [-2.04, 6.77, -3.15], [-5.39, -5.33, -5.38], [2.42, -1.36, -5.78], [4.68, -2.65, 4.21], [-3.24, 10.66, -0.55], [3.66, -0.35, 6.26], [3.08, 6.35, -1.28], [6.16, 0.80, 3.75], [3.70, -1.75, -4.71], [-3.47, 3.12, 1.27], [2.94, -0.45, 3.57], [5.05, -3.67, 4.04], [4.48, -6.95, 0.69], [-4.05, 1.79, -1.83], [0.22, 7.01, -3.98], [4.90, -1.75, 2.99], [3.06, -5.59, -2.19], [1.68, 6.35, 2.19], [0.67, 3.28, -4.74], [0.57, -2.55, -3.00], [3.53, -0.47, -2.33], [-2.66, -4.39, 6.04], [0.09, 5.17, 3.23], [2.54, -1.36, 4.67], [-1.75, 11.48, -0.71], [-2.01, 4.08, 2.51], [-2.88, -2.65, 0.08], [4.15, -7.68, -0.74], [-0.02, -5.43, -1.48], [-2.06, 5.40, 3.03], [-1.10, 3.89, 0.11], [-1.36, -4.20, 4.91], [4.33, 0.21, 1.68], [-0.59, 2.30, -3.83], [4.21, 0.66, -4.31]],
  "lumo_ev": 0.247,
  "total_energy_ha": -3490.72107,
  "smiles": "CC1(C)CCCC(C)(C)N1O.CC1(C)CCCC(C)(C)N1O.CC1(C)CCCC(C)(C)N1O.CC1(C)CCCC(C)(C)N1O.COCCNCCOC.COCCNCCOC.COCCNCCOC.NC(N)=O",
  "max_force_ev_per_a": 2.41,
  "multiplicity": 1
}